# 1
C15H20N2O11P2TeV | wB97M-V/def2-TZVPD

Each line ends with the natural charge from an NBO analysis.
Cartesian coordinates (Å):
1 V -0.957 -1.184 0.615  1.528
2 C -1.023 -6.069 1.355  -0.631
3 C -1.644 -4.699 1.580  -0.488
4 O -2.817 -4.790 2.380  -0.723
5 P -2.255 -3.943 0.047  2.394
6 O -1.281 -4.229 -1.171  -0.976
7 O -3.547 -4.678 -0.440  -0.958
8 O -2.511 -2.481 0.307  -1.089
9 P -0.442 -3.440 2.185  2.354
10 O 0.632 -4.295 2.969  -0.976
11 O 0.161 -2.886 0.878  -1.134
12 O -1.143 -2.382 2.961  -1.091
13 H -1.738 -6.743 0.882  0.232
14 H -0.729 -6.489 2.315  0.250
15 H -0.137 -6.001 0.723  0.231
16 H -2.806 -4.081 3.042  0.512
17 H -0.383 -3.916 -0.969  0.532
18 H -4.092 -5.024 0.283  0.543
19 H 0.892 -3.912 3.817  0.534
20 N -0.763 -1.211 -1.579  -0.636
21 N -1.522 -0.155 -2.113  -0.511
22 C -2.051 0.786 -1.242  0.882
23 O -2.516 1.834 -1.627  -0.639
24 O -1.831 0.469 0.011  -0.798
25 H 0.177 -1.194 -1.968  0.398
26 H -1.210 -2.084 -1.849  0.400
27 H -1.570 -0.009 -3.107  0.412
28 Te -0.350 2.617 0.532  1.780
29 C 1.066 4.046 1.109  -0.395
30 C 2.408 3.732 1.307  -0.143
31 C 3.285 4.741 1.667  -0.213
32 C 2.829 6.046 1.809  -0.167
33 C 1.494 6.354 1.601  -0.197
34 C 0.599 5.348 1.259  -0.222
35 C 0.518 2.216 -1.335  -0.358
36 C 0.172 3.026 -2.408  -0.145
37 C 0.785 2.815 -3.634  -0.213
38 C 1.727 1.804 -3.777  -0.186
39 C 2.060 0.998 -2.697  -0.210
40 C 1.458 1.200 -1.461  -0.263
41 H 2.763 2.717 1.186  0.226
42 H 4.328 4.511 1.835  0.231
43 H 3.522 6.828 2.089  0.231
44 H 1.143 7.371 1.715  0.233
45 H -0.448 5.591 1.118  0.224
46 H -0.581 3.798 -2.311  0.229
47 H 0.523 3.438 -4.478  0.235
48 H 2.206 1.648 -4.734  0.232
49 H 2.806 0.221 -2.808  0.228
50 H 1.727 0.582 -0.615  0.247
51 O 0.358 -0.091 1.264  -0.440
52 O 0.704 1.249 1.480  -0.495

Calculated values
Spin multiplicity ... 3
Frontier orbital gap (alpha / beta) ... 0.31799 / 0.32570 Ha
Energy relative to the best compared isomer or geometry (same formula, charge and spin) ... 17.5 kJ/mol
HOMO level (alpha / beta) ... -12.2 / -12.4 eV
Net charge ... +1

# 2
C15H20N2O2Re | wB97M-V/def2-TZVPD

Each line ends with the natural charge from an NBO analysis.
Cartesian coordinates (Å):
1 C 0.072 -0.494 2.886  -0.668
2 C 1.614 -0.617 2.329  -0.648
3 H -0.036 0.501 3.322  0.291
4 H 0.015 -1.236 3.690  0.316
5 H -0.928 -0.699 2.293  0.327
6 H 2.111 0.301 2.662  0.308
7 H 2.102 -1.468 2.815  0.304
8 H 1.944 -0.673 1.197  0.270
9 C -0.499 2.138 0.922  0.091
10 C -0.782 3.375 0.360  -0.209
11 C -0.572 3.597 -1.002  -0.096
12 C 0.015 2.594 -1.761  -0.193
13 H -0.687 1.887 1.970  0.218
14 H -1.187 4.145 1.006  0.264
15 H -0.855 4.540 -1.467  0.268
16 H 0.237 2.688 -2.821  0.249
17 N 0.017 1.161 0.152  -0.545
18 C 0.352 1.377 -1.155  0.254
19 C 1.065 0.284 -1.780  0.160
20 N 1.148 -0.849 -1.019  -0.487
21 C 1.865 -1.911 -1.451  0.091
22 C 2.483 -0.720 -3.454  -0.085
23 C 2.589 -1.845 -2.633  -0.205
24 H 1.831 -2.798 -0.819  0.239
25 H 3.220 -2.690 -2.898  0.270
26 C 1.697 0.342 -3.031  -0.175
27 H 1.570 1.249 -3.614  0.252
28 H 3.008 -0.675 -4.404  0.269
29 Re 0.180 -0.862 0.886  1.176
30 C 0.052 -2.857 0.961  -0.995
31 H 1.013 -3.342 1.199  0.246
32 H -0.284 -3.237 -0.015  0.272
33 H -0.689 -3.168 1.714  0.270
34 C -3.969 0.428 0.655  -0.273
35 O -2.586 0.150 0.981  -0.563
36 C -1.892 -0.795 0.255  0.609
37 O -2.332 -1.358 -0.739  -0.517
38 H -4.536 0.250 1.573  0.217
39 H -4.352 -0.197 -0.151  0.230
40 H -4.015 1.480 0.385  0.202

Calculated values
Spin multiplicity ... 4
Frontier orbital gap (alpha / beta) ... 0.31129 / 0.25552 Ha
Energy relative to the best compared isomer or geometry (same formula, charge and spin) ... 137.8 kJ/mol
HOMO level (alpha / beta) ... -15.9 / -16.1 eV
Net charge ... +2

# 3
C15H21B2F16N2O7 | wB97M-V/def2-TZVPD

Each line ends with the natural charge from an NBO analysis.
Cartesian coordinates (Å):
1 C -1.659 1.566 4.290  -0.623
2 C -2.125 0.960 2.824  -0.832
3 B -0.898 0.865 1.734  1.157
4 O -0.645 2.102 0.915  -0.934
5 N 0.018 -0.317 1.491  -0.606
6 N -0.437 -1.169 0.500  -0.643
7 C 0.426 -1.031 2.756  -0.548
8 B 2.035 -1.411 2.611  1.274
9 O 2.536 -2.599 3.344  -0.948
10 O 2.914 -0.512 1.781  -0.776
11 C 3.298 0.549 2.768  -0.287
12 C -0.463 -2.349 3.145  0.740
13 O -0.522 -3.506 2.483  -0.748
14 O -1.258 -2.268 4.415  -0.854
15 H -0.507 1.830 4.199  0.188
16 H -1.731 0.678 5.084  0.251
17 H -2.273 2.505 4.633  0.204
18 H -2.915 1.746 2.394  0.221
19 H -2.627 -0.094 3.012  0.273
20 H -0.339 1.774 0.010  0.485
21 H -1.451 -1.036 0.284  0.344
22 H 0.121 -0.920 -0.372  0.352
23 H 0.350 -0.268 3.661  0.251
24 H 2.337 -2.466 4.328  0.506
25 H 4.005 1.364 2.313  0.205
26 H 2.297 0.996 3.205  0.188
27 H 3.827 -0.038 3.653  0.176
28 C 0.912 6.128 -1.907  -0.142
29 C 0.600 4.675 -1.518  0.593
30 C 0.155 3.777 -2.668  0.520
31 F -0.976 4.217 -3.265  -0.322
32 F -0.117 2.523 -2.218  -0.326
33 F -0.307 4.672 -0.505  -0.298
34 F 1.747 4.145 -0.987  -0.323
35 O -0.138 7.079 -1.705  -0.505
36 C -1.110 7.147 -2.748  0.846
37 C -2.503 6.687 -2.297  0.500
38 F -2.482 5.422 -1.805  -0.309
39 F -3.377 6.683 -3.338  -0.324
40 F -0.650 6.467 -3.826  -0.319
41 F -1.159 8.453 -3.125  -0.323
42 H 1.711 6.464 -1.235  0.230
43 H 1.348 6.208 -2.910  0.206
44 H 0.940 3.691 -3.428  0.142
45 H -2.897 7.343 -1.518  0.156
46 C 1.479 -4.677 -1.580  -0.144
47 C 0.183 -3.855 -1.626  0.599
48 C -0.847 -4.208 -0.559  0.471
49 F -1.261 -5.494 -0.639  -0.336
50 F -1.963 -3.443 -0.699  -0.336
51 F -0.348 -3.934 -2.876  -0.329
52 F 0.534 -2.541 -1.457  -0.333
53 O 1.551 -5.801 -2.464  -0.515
54 C 0.932 -6.994 -1.985  0.846
55 C -0.287 -7.410 -2.819  0.503
56 F -1.222 -6.427 -2.871  -0.311
57 F -0.900 -8.498 -2.281  -0.326
58 F 0.649 -6.849 -0.668  -0.307
59 F 1.886 -7.961 -2.056  -0.327
60 H 2.281 -4.013 -1.926  0.221
61 H 1.770 -4.944 -0.556  0.227
62 H -0.451 -4.031 0.447  0.235
63 H 0.004 -7.649 -3.844  0.146

Calculated values
Frontier orbital gap ... 0.22905 Ha
HOMO level ... -4.2 eV
Net charge ... -1

# 4
C15H21BN2O4 | wB97M-V/def2-TZVPD

Each line ends with the natural charge from an NBO analysis.
Cartesian coordinates (Å):
1 C 0.005 -2.116 -2.625  -0.257
2 C 0.483 -1.030 -2.087  -0.336
3 C -0.241 0.179 -2.142  0.619
4 O -1.449 0.097 -2.257  -0.605
5 N 0.397 1.399 -1.881  -0.442
6 C -0.370 2.627 -1.543  -0.233
7 C -0.115 3.292 -0.189  -0.639
8 C 1.861 1.477 -1.615  -0.321
9 C 2.353 0.703 -0.408  0.666
10 O 3.540 0.645 -0.194  -0.628
11 N 1.352 0.203 0.438  -0.660
12 C 1.467 -0.297 1.778  -0.377
13 C 0.124 -0.091 2.495  -0.409
14 C -1.038 -0.430 1.648  -0.048
15 C -2.033 0.467 1.473  -0.190
16 C -3.229 0.081 0.915  -0.198
17 C -3.468 -1.181 0.386  -0.221
18 C -2.428 -2.085 0.580  -0.167
19 C -1.184 -1.724 1.122  -0.260
20 B 1.898 -1.857 1.592  1.100
21 O 1.193 -2.992 2.096  -0.878
22 O 2.962 -2.056 0.797  -0.906
23 H 0.675 -2.965 -2.730  0.200
24 H -0.934 -2.101 -3.143  0.222
25 H 1.475 -0.997 -1.693  0.202
26 H -1.378 2.210 -1.410  0.242
27 H -0.337 3.302 -2.393  0.199
28 H 0.595 4.073 -0.374  0.205
29 H 0.354 2.605 0.571  0.222
30 H -1.040 3.724 0.268  0.228
31 H 2.068 2.539 -1.445  0.244
32 H 2.460 1.185 -2.506  0.235
33 H 0.438 0.080 0.034  0.437
34 H 2.174 0.320 2.269  0.236
35 H 0.048 -0.639 3.383  0.231
36 H -0.015 0.919 2.776  0.204
37 H -1.871 1.518 1.641  0.200
38 H -4.058 0.835 0.810  0.206
39 H -4.485 -1.469 0.067  0.221
40 H -2.673 -3.138 0.272  0.207
41 H -0.463 -2.459 1.314  0.244
42 H 1.694 -3.610 1.599  0.487
43 H 3.196 -1.242 0.315  0.518

Calculated values
SMILES ... C=CC(=O)N(CC)CC(=O)N[C@@H](Cc1ccccc1)B(O)O
Frontier orbital gap ... 0.35145 Ha
Energy relative to the best compared isomer or geometry (same formula, charge and spin) ... 192.5 kJ/mol
HOMO level ... -9.1 eV

# 5
C15H21ClF9NO2P | wB97M-V/def2-TZVPD

Each line ends with the natural charge from an NBO analysis.
Cartesian coordinates (Å):
1 C 0.940 2.350 0.497  -0.626
2 C 2.075 1.293 0.000  0.125
3 C 3.467 2.031 0.409  -0.622
4 C 2.061 -0.054 0.854  -0.460
5 C 1.330 -1.311 0.219  -0.340
6 C -0.222 -1.508 0.560  -0.435
7 C -0.901 -0.389 1.462  -0.479
8 C -2.344 -0.924 1.960  0.658
9 F -2.841 -1.960 1.119  -0.334
10 F -2.182 -1.546 3.235  -0.335
11 C -3.396 0.257 2.177  0.584
12 F -2.815 1.486 2.525  -0.302
13 F -4.187 -0.119 3.298  -0.308
14 C -4.423 0.490 0.981  0.570
15 F -5.208 1.614 1.352  -0.304
16 F -5.348 -0.565 0.859  -0.288
17 C -3.764 0.876 -0.419  0.925
18 F -3.222 -0.198 -1.108  -0.299
19 F -2.849 1.936 -0.328  -0.306
20 F -4.809 1.367 -1.232  -0.311
21 P 2.231 -2.849 0.947  1.123
22 O 1.379 -4.270 0.483  -0.981
23 Cl 2.192 -2.663 3.083  -0.342
24 C 1.578 -1.401 -1.360  -0.442
25 C 1.339 0.023 -2.036  0.119
26 C -0.239 0.362 -2.187  -0.643
27 C 1.839 -0.153 -3.578  -0.619
28 N 2.149 1.140 -1.482  -0.055
29 O 1.646 2.267 -1.977  -0.324
30 H 0.823 2.160 1.624  0.204
31 H -0.050 2.220 -0.033  0.218
32 H 1.366 3.388 0.362  0.236
33 H 4.297 1.383 -0.053  0.212
34 H 3.622 2.072 1.530  0.218
35 H 3.549 3.043 -0.109  0.231
36 H 1.713 0.224 1.908  0.244
37 H 3.165 -0.353 0.993  0.232
38 H -0.852 -1.609 -0.388  0.235
39 H -0.364 -2.504 1.113  0.220
40 H -0.321 -0.206 2.432  0.255
41 H -1.111 0.597 0.948  0.235
42 H 0.993 -4.676 1.293  0.501
43 H 0.968 -2.226 -1.838  0.248
44 H 2.696 -1.637 -1.492  0.229
45 H -0.695 -0.607 -2.607  0.212
46 H -0.440 1.156 -2.969  0.247
47 H -0.752 0.535 -1.194  0.209
48 H 2.390 0.787 -3.925  0.239
49 H 2.573 -1.026 -3.618  0.209
50 H 0.953 -0.304 -4.289  0.217

Calculated values
Spin multiplicity ... 2
Frontier orbital gap (alpha / beta) ... 0.34301 / 0.30278 Ha
HOMO level (alpha / beta) ... -9.0 / -9.0 eV